Formula: C16H24Br2F5N8O3
Source: OMol25
Level of theory: ωB97M-V/def2-TZVPD

Geometry as ORCA input:
```
! wB97M-V def2-TZVPD RIJCOSX def2/J DEFGRID3
* xyz 1 1
C -1.05 -2.70 4.35
C -1.09 -2.80 2.84
C -1.21 -1.37 2.02
C -2.78 -0.90 1.68
C -2.93 0.51 0.86
C -4.43 1.12 0.44
Br -4.74 1.74 -1.46
C -5.58 1.26 1.38
C -7.06 1.85 0.88
Br -5.45 0.76 3.32
N -1.75 1.32 0.40
C -0.29 0.91 0.67
C 0.85 1.90 0.04
N 1.47 2.88 1.02
C 0.12 -0.47 1.53
C 1.64 -0.94 1.89
F 2.68 0.10 1.83
F 1.78 -1.57 3.26
C 2.02 -2.14 0.80
F 3.37 -1.96 0.21
F 1.84 -3.51 1.37
F 1.05 -1.99 -0.33
H -1.84 -3.35 4.96
H -0.30 -1.98 4.92
H -1.06 -3.86 2.29
H -3.67 -1.57 2.03
H -6.96 2.84 0.26
H -7.80 2.03 1.81
H -7.59 1.05 0.17
H -1.92 2.22 -0.14
H 1.70 1.28 -0.53
H 0.33 2.55 -0.81
H 0.90 3.74 1.13
H 1.67 2.45 1.95
C 5.97 -4.22 -2.81
O 6.37 -5.11 -3.54
N 6.66 -3.08 -2.60
N 4.81 -4.29 -2.14
H 6.35 -2.34 -2.00
H 7.55 -2.99 -3.08
H 4.26 -5.13 -2.27
H 4.46 -3.57 -1.54
C 1.68 -2.23 -4.21
O 1.17 -1.23 -4.69
N 3.01 -2.34 -4.02
N 0.97 -3.31 -3.85
H 3.45 -3.16 -3.63
H 3.58 -1.55 -4.28
H -0.03 -3.27 -3.98
H 1.38 -4.14 -3.45
C -1.30 6.14 0.91
O -0.38 5.71 1.59
N -2.41 5.42 0.65
N -1.30 7.37 0.38
H -3.18 5.76 0.10
H -2.45 4.48 1.04
H -0.49 7.95 0.55
H -2.05 7.74 -0.18
*
```

Output
* LUMO level: -5.17 eV
* HOMO level: -11.609 eV

Formula: C6H10N
Source: OMol25
Level of theory: ωB97M-V/def2-TZVPD

Geometry as ORCA input:
```
! wB97M-V def2-TZVPD RIJCOSX def2/J DEFGRID3
* xyz 1 1
C -3.42 -0.28 -0.05
C -2.08 0.17 0.08
C -1.01 0.73 0.35
C 0.32 1.09 0.42
N 1.23 0.22 0.16
C 2.65 0.48 0.17
C 0.88 -1.11 -0.44
H -4.07 0.37 0.46
H -3.65 -0.17 -1.12
H -3.60 -1.32 0.23
H 0.68 2.02 0.92
H 3.27 -0.11 0.78
H 3.06 1.50 0.41
H 3.22 0.33 -0.72
H 1.67 -1.21 -1.23
H -0.06 -0.98 -0.83
H 0.90 -1.72 0.41
*
```

Output
* LUMO level: -4.98 eV
* HOMO level: -14.505 eV
* structure (SMILES): CC#CC=[N+](C)C
* energy above the lowest of the compared OMol25 structures with the same formula, charge and spin: 1.7445 eV

Formula: C23H19MoO7
Source: OMol25
Level of theory: ωB97M-V/def2-TZVPD

Geometry as ORCA input:
```
! wB97M-V def2-TZVPD RIJCOSX def2/J DEFGRID3
* xyz 1 3
Mo -1.38 -0.29 1.36
C -1.52 3.29 1.95
C -1.66 1.94 2.58
C -2.91 1.27 2.59
C -3.06 0.00 3.15
C -1.95 -0.64 3.74
C -0.72 0.02 3.77
C -0.56 1.28 3.17
H -2.17 3.39 1.08
H -0.49 3.48 1.66
H -1.81 4.05 2.68
H -3.75 1.73 2.09
H -4.01 -0.51 3.10
H -2.05 -1.64 4.14
H 0.15 -0.48 4.17
H 0.41 1.75 3.15
O -4.27 -0.38 -1.43
C -3.42 -0.65 -0.65
O -2.70 0.28 0.03
C -2.97 -2.07 -0.24
O -3.41 -3.07 -0.70
O -2.03 -2.02 0.71
O -0.17 0.29 -0.27
C 1.06 -0.50 -0.57
C 1.21 -1.45 0.63
O 2.07 -2.27 0.70
O 0.31 -1.23 1.60
C 0.77 -1.24 -1.86
C 0.10 -2.46 -1.83
C -0.29 -3.06 -3.02
C -0.02 -2.45 -4.23
C 0.64 -1.23 -4.26
C 1.04 -0.62 -3.08
C 2.25 0.44 -0.62
C 2.12 1.80 -0.37
C 3.24 2.62 -0.42
C 4.49 2.09 -0.71
C 4.61 0.72 -0.96
C 3.50 -0.10 -0.91
H -0.64 0.45 -1.10
H -0.10 -2.96 -0.89
H -0.81 -4.01 -2.99
H -0.33 -2.92 -5.16
H 0.86 -0.75 -5.21
H 1.57 0.32 -3.11
H 1.15 2.24 -0.16
H 3.14 3.68 -0.24
H 5.36 2.73 -0.75
H 5.58 0.30 -1.19
H 3.60 -1.16 -1.11
*
```

Output
* LUMO level (spin up / spin down): -4.42 / -5.41 eV
* ⟨S²⟩: 2.0112
* HOMO level (spin up / spin down): -12.085 / -12.099 eV
* energy above the lowest of the compared OMol25 structures with the same formula, charge and spin: 0.0096 eV

Formula: C20H63ClN2O16P
Source: OMol25
Level of theory: ωB97M-V/def2-TZVPD

Geometry as ORCA input:
```
! wB97M-V def2-TZVPD RIJCOSX def2/J DEFGRID3
* xyz -1 1
C 5.93 -1.23 1.42
C 6.21 -0.92 -0.05
C 5.77 0.48 -0.50
O 4.59 0.92 0.15
C 3.45 0.39 -0.50
N 2.33 0.52 0.40
C 2.07 1.88 0.81
C 2.42 2.23 2.23
O 2.00 3.20 2.79
Cl 3.45 1.12 3.10
C 1.13 -0.20 -0.08
P 0.06 -0.57 1.37
N -0.24 -2.08 1.64
C 0.40 0.55 -1.24
O -0.45 1.38 -0.90
O 0.75 0.22 -2.41
H 5.97 -2.31 1.60
H 6.67 -0.77 2.07
H 4.94 -0.88 1.71
H 7.29 -1.00 -0.24
H 5.75 -1.67 -0.70
H 6.54 1.23 -0.28
H 5.62 0.48 -1.59
H 3.56 -0.66 -0.76
H 3.29 0.96 -1.43
H 2.58 2.61 0.17
H 1.00 2.11 0.74
H 1.43 -1.19 -0.42
H -1.04 0.27 1.20
H 0.84 0.06 2.35
H -1.23 -2.31 1.62
C -1.19 1.86 4.90
O 0.01 1.46 4.25
H -1.75 0.94 5.10
H -1.00 2.36 5.85
H -1.80 2.51 4.26
H 0.52 2.25 4.05
C 2.03 6.12 4.83
O 3.20 5.44 4.44
H 2.30 6.79 5.64
H 1.60 6.72 4.02
H 1.25 5.44 5.19
H 2.95 4.83 3.73
C -3.84 -4.74 1.59
O -2.57 -4.24 1.20
H -4.24 -4.07 2.34
H -4.54 -4.77 0.75
H -3.77 -5.74 2.02
H -2.19 -4.80 0.52
C -3.37 2.22 0.90
O -2.11 2.82 0.68
H -3.88 2.79 1.68
H -3.99 2.22 0.00
H -3.29 1.18 1.25
H -1.65 2.30 -0.01
C -1.79 -2.47 -3.31
O -1.71 -1.55 -2.25
H -2.71 -3.04 -3.17
H -1.85 -1.97 -4.29
H -0.95 -3.17 -3.33
H -0.90 -1.03 -2.36
C 3.29 1.02 -4.87
O 3.02 -0.02 -3.96
H 4.14 0.71 -5.49
H 2.44 1.21 -5.53
H 3.56 1.95 -4.38
H 2.26 0.25 -3.40
C -7.32 -2.08 3.22
O -6.17 -2.56 2.52
H -8.00 -2.92 3.31
H -7.08 -1.72 4.22
H -7.83 -1.28 2.67
H -5.55 -1.83 2.41
C 5.40 4.62 -6.33
O 5.51 3.42 -5.58
H 4.35 4.72 -6.60
H 5.69 5.50 -5.76
H 6.00 4.58 -7.25
H 6.42 3.30 -5.31
C 4.04 -3.21 -2.57
O 5.44 -2.94 -2.70
H 3.81 -3.14 -1.51
H 3.44 -2.48 -3.10
H 3.79 -4.22 -2.90
H 5.67 -2.99 -3.63
C -6.01 -5.59 4.43
O -5.05 -4.75 5.03
H -6.06 -6.50 5.02
H -7.00 -5.14 4.41
H -5.74 -5.86 3.40
H -4.98 -3.95 4.49
C -3.64 5.38 -0.61
O -3.48 6.59 -1.35
H -4.71 5.26 -0.46
H -3.27 4.52 -1.16
H -3.14 5.42 0.36
H -2.54 6.71 -1.50
C -5.64 -3.92 -3.89
O -4.60 -4.79 -4.30
H -5.19 -3.19 -3.22
H -6.08 -3.39 -4.74
H -6.43 -4.45 -3.35
H -4.95 -5.45 -4.90
*
```

Output
* LUMO level: 2.09 eV
* HOMO level: -5.302 eV

Formula: C35H44BrFGdN3O3SSi
Source: OMol25
Level of theory: ωB97M-V/def2-TZVPD

Geometry as ORCA input:
```
! wB97M-V def2-TZVPD RIJCOSX def2/J DEFGRID3
* xyz 0 8
Gd -0.63 -1.01 -0.83
C 6.54 1.72 -0.31
C 5.94 2.63 -1.36
C 5.84 4.07 -0.72
C 6.97 2.73 -2.49
C 4.56 2.16 -1.83
C 4.32 0.82 -2.20
C 3.03 0.37 -2.25
Br 2.65 -1.29 -3.10
C 1.88 1.21 -1.88
O 0.75 0.63 -1.56
C 2.10 2.60 -1.74
C 3.43 3.00 -1.70
C 0.94 3.62 -1.56
C 1.40 5.01 -1.97
C 0.56 3.67 -0.09
C -0.18 3.21 -2.60
H 7.27 2.29 0.31
H 7.00 0.88 -0.81
H 5.78 1.25 0.39
H 6.87 4.38 -0.54
H 5.23 4.02 0.24
H 5.34 4.85 -1.34
H 7.81 3.34 -2.12
H 6.55 3.31 -3.32
H 7.31 1.72 -2.83
H 5.14 0.13 -2.49
H 3.55 4.11 -1.58
H 2.05 5.49 -1.18
H 0.48 5.65 -2.05
H 1.98 5.11 -2.89
H 1.47 3.99 0.46
H 0.26 2.72 0.33
H -0.28 4.39 -0.02
H 0.21 3.31 -3.64
H -0.98 4.01 -2.51
H -0.61 2.24 -2.35
C -7.65 -3.04 3.04
C -6.60 -3.08 1.99
C -6.87 -2.73 0.65
C -5.88 -2.48 -0.28
C -4.59 -2.78 0.08
C -4.23 -3.18 1.38
C -5.24 -3.32 2.35
S -3.38 -2.60 -1.24
O -3.98 -3.26 -2.36
O -3.08 -1.15 -1.49
N -2.02 -3.19 -0.64
C -1.13 -3.87 -1.42
C -1.44 -5.12 -2.13
C -0.41 -5.65 -2.90
C 0.83 -4.99 -3.01
C 1.09 -3.98 -2.09
N 0.15 -3.39 -1.39
H -7.45 -3.79 3.85
H -8.57 -3.28 2.51
H -7.74 -2.05 3.49
H -7.94 -2.67 0.31
H -6.12 -1.96 -1.20
H -3.17 -3.20 1.65
H -4.97 -3.69 3.36
H -2.46 -5.37 -2.20
H -0.58 -6.66 -3.29
H 1.53 -5.39 -3.71
H 2.08 -3.66 -1.89
C 1.09 0.40 3.46
Si 0.46 -1.05 2.37
C -0.07 -2.55 3.50
C 1.77 -1.82 1.26
N -0.85 -0.51 1.34
C -1.88 0.32 1.82
C -2.33 0.38 3.19
C -3.30 1.31 3.62
C -3.90 2.17 2.72
C -3.58 2.08 1.38
C -2.62 1.14 0.94
F -2.16 1.19 -0.40
H 0.51 0.51 4.42
H 0.85 1.34 2.93
H 2.16 0.34 3.71
H -0.91 -2.28 4.14
H 0.76 -2.88 4.12
H -0.30 -3.45 2.89
H 1.61 -2.93 1.29
H 2.82 -1.56 1.44
H 1.56 -1.45 0.21
H -1.95 -0.26 3.95
H -3.62 1.23 4.66
H -4.73 2.78 3.05
H -4.11 2.73 0.66
*
```

Output
* LUMO level (spin up / spin down): 0.03 / -3.04 eV
* ⟨S²⟩: 15.8170
* HOMO level (spin up / spin down): -4.379 / -7.079 eV
* energy above the lowest of the compared OMol25 structures with the same formula, charge and spin: 5.2409 eV

Formula: C26H36N3O5RuSe2
Source: OMol25
Level of theory: ωB97M-V/def2-TZVPD

Geometry as ORCA input:
```
! wB97M-V def2-TZVPD RIJCOSX def2/J DEFGRID3
* xyz 2 6
Ru 0.43 -0.67 0.26
C 2.58 -3.38 -0.37
O 2.18 -2.41 0.61
C 1.99 -2.98 1.91
C 2.17 -1.87 2.91
O 1.47 -0.73 2.41
C 1.28 0.32 3.36
C 1.26 1.63 2.61
O 0.22 1.57 1.64
C 0.02 2.83 1.01
H 1.84 -4.18 -0.45
H 3.55 -3.80 -0.10
H 2.66 -2.86 -1.32
H 2.71 -3.77 2.09
H 0.98 -3.41 1.96
H 3.23 -1.61 3.01
H 1.78 -2.16 3.88
H 2.11 0.33 4.07
H 0.35 0.16 3.90
H 2.22 1.80 2.12
H 1.07 2.45 3.31
H -0.20 3.59 1.76
H -0.81 2.73 0.32
H 0.92 3.13 0.45
C -2.89 0.50 1.07
Se -1.96 -1.17 1.45
C -2.84 -2.27 0.10
C -2.36 -2.03 -1.32
Se -0.48 -2.53 -1.51
C -0.21 -1.83 -3.31
H -3.95 0.35 1.26
H -2.70 0.82 0.05
H -2.49 1.24 1.77
H -3.90 -2.07 0.18
H -2.67 -3.31 0.41
H -2.44 -0.99 -1.61
H -2.93 -2.65 -2.02
H -0.74 -2.46 -4.02
H 0.85 -1.86 -3.51
H -0.57 -0.81 -3.35
C 0.08 10.11 -5.49
O 0.38 9.22 -4.41
C 0.98 8.07 -4.66
C 1.27 7.28 -3.53
C 1.88 6.07 -3.67
C 2.22 5.60 -4.96
C 1.97 6.42 -6.08
C 1.34 7.62 -5.95
N 2.90 4.44 -5.21
N 3.04 3.49 -4.42
C 2.15 2.91 -3.59
C 0.75 3.03 -3.75
C -0.13 2.33 -2.98
C 0.33 1.43 -1.98
O -0.46 0.76 -1.25
C 1.77 1.27 -1.82
N 2.18 0.40 -0.87
C 3.47 0.21 -0.70
C 4.44 0.87 -1.46
C 4.05 1.76 -2.43
C 2.67 1.98 -2.62
H -0.39 10.97 -5.03
H -0.61 9.64 -6.19
H 1.00 10.41 -6.00
H 1.02 7.68 -2.56
H 2.13 5.48 -2.79
H 2.29 6.06 -7.05
H 1.13 8.23 -6.82
H 0.37 3.69 -4.52
H -1.20 2.43 -3.11
H 3.76 -0.50 0.07
H 5.49 0.67 -1.28
H 4.77 2.28 -3.04
*
```

Output
* LUMO level (spin up / spin down): -6.12 / -6.92 eV
* ⟨S²⟩: 8.8272
* HOMO level (spin up / spin down): -12.285 / -13.431 eV
* energy above the lowest of the compared OMol25 structures with the same formula, charge and spin: 0.0000 eV

Formula: C16H36FN2O5S
Source: OMol25
Level of theory: ωB97M-V/def2-TZVPD

Geometry as ORCA input:
```
! wB97M-V def2-TZVPD RIJCOSX def2/J DEFGRID3
* xyz -1 1
C -3.68 1.63 -2.91
N -2.20 1.45 -2.71
C -1.80 0.32 -3.58
N -0.61 -0.44 -3.06
F -0.14 -1.22 -4.23
C 0.55 0.41 -2.66
C 0.53 0.92 -1.17
C 0.95 2.46 -1.10
C 0.72 2.99 0.38
C 1.72 2.34 1.41
C 1.48 2.77 2.91
C 2.42 1.94 3.89
C 1.65 0.78 4.63
C 0.79 -0.14 3.66
C -0.74 0.33 3.57
O -1.60 -0.78 3.33
C -2.17 -1.31 4.53
S -1.09 -1.68 -1.78
C -2.48 -1.18 -0.62
O -1.64 -2.82 -2.58
O 0.12 -2.22 -1.06
H -4.05 2.61 -2.52
H -4.20 0.74 -2.49
H -3.85 1.65 -4.03
H -1.80 2.28 -3.16
H -1.50 0.71 -4.58
H -2.66 -0.40 -3.62
H 0.54 1.32 -3.32
H 1.53 -0.10 -2.88
H 1.31 0.33 -0.62
H -0.46 0.85 -0.66
H 1.98 2.64 -1.46
H 0.17 3.00 -1.71
H -0.36 2.83 0.63
H 0.89 4.11 0.41
H 1.73 1.23 1.25
H 2.76 2.71 1.15
H 0.40 2.76 3.22
H 1.83 3.84 2.98
H 3.30 1.58 3.29
H 2.82 2.66 4.66
H 2.41 0.09 5.10
H 1.01 1.14 5.48
H 1.25 -0.25 2.64
H 0.75 -1.18 4.09
H -0.84 1.04 2.71
H -0.98 0.91 4.50
H -1.85 -2.38 4.64
H -3.29 -1.27 4.39
H -1.95 -0.72 5.45
H -2.55 -0.09 -0.42
H -3.48 -1.50 -1.05
H -2.32 -1.70 0.37
O 1.76 -6.30 -2.51
C 1.63 -5.03 -2.86
C 3.05 -4.47 -3.46
O 2.92 -3.19 -3.78
H 1.36 -4.32 -2.05
H 0.88 -4.80 -3.63
H 3.31 -5.17 -4.27
H 3.81 -4.72 -2.69
*
```

Output
* LUMO level: 1.62 eV
* HOMO level: -1.122 eV

Formula: C12H17Cl2N2RhS2
Source: OMol25
Level of theory: ωB97M-V/def2-TZVPD

Geometry as ORCA input:
```
! wB97M-V def2-TZVPD RIJCOSX def2/J DEFGRID3
* xyz 2 1
Rh 0.18 0.17 -0.35
C -1.47 0.11 -2.87
C -1.44 1.51 -2.28
N -1.39 1.44 -0.78
C -2.72 1.00 -0.21
C -2.56 0.08 0.99
S -1.32 -1.23 0.70
C -2.01 -2.11 -0.75
C -1.02 -2.15 -1.91
N -0.47 -0.79 -2.19
H -1.28 0.14 -3.94
H -2.46 -0.33 -2.75
H -2.33 2.07 -2.59
H -0.56 2.06 -2.61
H -1.22 2.38 -0.45
H -3.28 0.50 -0.99
H -3.29 1.88 0.07
H -3.52 -0.39 1.23
H -2.21 0.60 1.88
H -2.94 -1.63 -1.03
H -2.25 -3.12 -0.43
H -1.50 -2.57 -2.79
H -0.17 -2.79 -1.65
H 0.31 -0.91 -2.83
Cl 2.16 -1.08 -0.02
C 2.91 -0.31 1.37
C 4.03 -0.90 1.90
C 4.63 -0.27 2.99
C 4.11 0.91 3.50
C 2.97 1.48 2.94
Cl 2.34 2.94 3.59
C 2.34 0.86 1.85
S 0.90 1.56 1.15
H 4.44 -1.81 1.49
H 5.52 -0.70 3.43
H 4.58 1.40 4.34
*
```

Output
* LUMO level (spin up / spin down): -8.70 / -8.69 eV
* HOMO level (spin up / spin down): -14.717 / -14.721 eV